Below is a 3-piece molecular cluster, C29H49N3O4 overall, with properties calculated with ωB97M-V with the def2-TZVPD basis set.

```
! RIJCOSX wB97M-V def2-TZVPD def2/J DEFGRID3
* xyz 0 1
H -5.250 1.564 3.159
N -4.932 0.601 3.255
C -5.201 0.191 4.421
C -4.866 -1.202 4.883
C -5.185 -2.204 3.839
C -4.406 -2.872 2.991
C -2.949 -2.931 2.761
O -2.226 -2.153 3.701
C -0.851 -2.380 3.578
C -0.314 -3.254 4.521
C 1.030 -3.620 4.504
C 1.602 -4.584 5.510
C 1.816 -3.078 3.492
C 1.279 -2.190 2.559
C -0.068 -1.800 2.572
C -0.573 -0.842 1.499
C -1.728 0.056 1.961
C 0.573 0.058 0.981
C -5.300 -3.717 2.158
O -5.019 -4.602 1.434
O -6.600 -3.352 2.417
C -6.583 -2.616 3.584
O -7.546 -2.418 4.235
H -5.716 0.831 5.135
H -5.527 -1.387 5.731
H -3.851 -1.287 5.249
H -2.713 -2.635 1.738
H -2.652 -3.978 2.871
H -0.966 -3.660 5.284
H 1.343 -4.244 6.508
H 2.678 -4.631 5.405
H 1.172 -5.568 5.352
H 2.859 -3.353 3.426
H 1.955 -1.811 1.811
H -0.874 -1.452 0.645
H -1.660 0.270 3.022
H -2.664 -0.474 1.831
H -1.800 0.966 1.379
H 1.232 0.324 1.804
H 0.159 0.979 0.590
H 1.169 -0.436 0.218
C 0.454 1.652 -4.647
C -0.641 1.058 -3.775
N -1.298 2.044 -2.938
C -2.110 1.453 -1.891
C -3.335 0.624 -2.297
C -1.877 3.178 -3.636
C -2.927 2.900 -4.719
H 1.168 2.204 -4.036
H 0.990 0.852 -5.160
H 0.062 2.322 -5.413
H -0.177 0.320 -3.114
H -1.347 0.504 -4.413
H -2.432 2.247 -1.211
H -1.457 0.814 -1.286
H -4.157 1.249 -2.642
H -3.701 0.070 -1.428
H -3.101 -0.105 -3.072
H -1.060 3.744 -4.092
H -2.300 3.856 -2.890
H -2.627 2.090 -5.384
H -3.061 3.792 -5.335
H -3.900 2.655 -4.297
C 7.293 0.652 -3.547
C 5.846 0.659 -3.077
N 5.653 1.387 -1.838
C 4.351 1.160 -1.234
C 3.107 1.635 -1.995
C 6.122 2.762 -1.837
C 5.549 3.721 -2.889
H 7.954 0.280 -2.763
H 7.395 0.000 -4.416
H 7.633 1.645 -3.845
H 5.541 -0.376 -2.905
H 5.211 1.039 -3.894
H 4.350 1.610 -0.238
H 4.255 0.083 -1.063
H 2.992 2.718 -1.955
H 2.213 1.206 -1.536
H 3.119 1.322 -3.039
H 7.209 2.746 -1.948
H 5.952 3.178 -0.841
H 5.523 3.273 -3.883
H 6.178 4.612 -2.952
H 4.544 4.056 -2.638
*
```

Results
molecular weight	503.73	g/mol
LUMO	-0.46	eV
HOMO-LUMO gap	7.68	eV
HOMO energy	-8.14	eV
structure (SMILES)	[H]/N=C/CC1=C(COc2cc(C)ccc2C(C)C)C(=O)OC1=O.CCN(CC)CC.CCN(CC)CC
strongest force on any atom	0.022	Eh/bohr

Atomic partial charges in e from the Löwdin method, atoms 1 to 6: 0.057 0.128 -0.207 -0.097 -0.069 -0.023

=====

Below is a 5-piece molecular cluster, C3H12O4 overall, with properties calculated with ωB97M-V with the def2-TZVPD basis set.

```
! RIJCOSX wB97M-V def2-TZVPD def2/J DEFGRID3
* xyz 0 1
C 1.398 0.992 0.051
O 0.771 0.171 -0.858
C 0.391 1.392 1.078
C 0.541 1.426 2.416
H 1.765 1.902 -0.450
H 2.176 0.478 0.578
H -0.295 -0.146 0.675
H -0.440 1.927 0.617
H -0.038 2.087 3.042
H 1.292 0.762 2.870
H 1.030 -1.639 -0.767
H 0.164 -2.852 -0.842
O 1.108 -2.609 -0.820
H -1.726 -1.480 -1.007
H -2.149 -2.859 -1.616
O -1.806 -2.425 -0.830
H -0.787 0.420 -1.209
H -1.682 1.701 -1.533
O -1.712 0.753 -1.394
*
```

Results
molecular weight	112.12	g/mol
LUMO	-2.69	eV
HOMO-LUMO gap	7.23	eV
HOMO energy	-9.92	eV
strongest force on any atom	0.051	Eh/bohr

Atomic partial charges in e from the natural (NBO) method, atoms 1 to 6: -0.097 -0.736 -0.362 -0.168 0.189 0.161

=====

Below is an isolated ion of composition C2H3N2O and charge +1, with properties calculated with ωB97M-V with the def2-TZVPD basis set.

```
! RIJCOSX wB97M-V def2-TZVPD def2/J DEFGRID3
* xyz 1 1
C -0.092 -0.182 1.089
C 0.942 -0.866 0.706
N -1.028 0.473 0.779
N -0.821 1.003 -1.470
O -1.574 0.699 -0.516
H 1.794 -0.416 0.004
H 1.476 -1.851 0.702
H -1.501 1.428 -2.182
*
```

Results
molecular weight	71.06	g/mol
LUMO (spin up / spin down)	-7.98 / -7.96	eV
HOMO-LUMO gap (spin up / spin down)	7.79 / 7.81	eV
HOMO energy (spin up / spin down)	-15.76 / -15.77	eV
strongest force on any atom	0.108	Eh/bohr

Atomic partial charges in e from the natural (NBO) method, atoms 1 to 6: 0.339 -0.349 -0.092 0.056 0.034 0.310

=====

Below is a 7-piece molecular cluster, C12H40N2O7 overall, with properties calculated with ωB97M-V with the def2-TZVPD basis set.

```
! RIJCOSX wB97M-V def2-TZVPD def2/J DEFGRID3
* xyz 1 2
O 4.113 -0.405 0.669
H 3.301 -0.400 0.156
H 4.544 -1.260 0.737
H 4.745 0.228 0.321
O -0.175 0.347 0.593
H -0.090 -0.088 1.445
H 0.597 0.166 0.053
H -0.214 1.291 0.764
C 1.904 -0.934 4.289
C 1.107 -1.587 3.230
O -0.102 -0.921 2.952
H 2.509 -0.190 3.771
H 2.650 -1.608 4.710
H 1.460 -0.501 5.186
H 0.980 -2.600 3.613
H 1.594 -1.754 2.270
C 2.617 -0.024 -3.326
C 2.015 -0.908 -2.267
O 1.969 -0.413 -0.984
H 2.025 0.866 -3.537
H 2.498 -0.583 -4.254
H 3.660 0.204 -3.105
H 2.442 -1.910 -2.323
H 0.989 -1.038 -2.613
C -1.772 -3.967 1.210
C -2.368 -3.030 0.296
C -3.770 -3.343 -0.177
O -3.904 -4.394 -1.134
C -5.180 -4.612 -1.606
N -2.355 -1.787 0.971
H -2.374 -4.197 2.089
H -0.859 -3.595 1.675
H -1.640 -4.943 0.742
H -1.732 -2.839 -0.568
H -4.302 -2.435 -0.464
H -4.384 -3.667 0.663
H -5.458 -3.686 -2.109
H -5.836 -4.947 -0.803
H -5.172 -5.319 -2.436
H -1.501 -1.750 1.509
H -3.067 -1.891 1.680
C 0.258 2.897 -1.622
C 0.874 3.315 -0.288
C 1.429 4.748 -0.296
O 2.284 4.980 -1.387
C 2.606 6.363 -1.486
N -0.090 3.066 0.762
H -0.212 1.915 -1.673
H 0.855 2.980 -2.530
H -0.509 3.654 -1.783
H 1.745 2.698 -0.066
H 1.889 4.937 0.673
H 0.563 5.398 -0.423
H 3.412 6.593 -2.183
H 2.898 6.728 -0.501
H 1.718 6.803 -1.940
H -1.052 3.199 0.483
H -0.005 3.576 1.629
O -3.440 0.550 -0.274
H -3.722 0.202 -1.121
H -2.968 -0.174 0.137
*
```

Results
molecular weight	324.46	g/mol
LUMO (spin up / spin down)	-3.60 / -5.95	eV
HOMO-LUMO gap (spin up / spin down)	7.60 / 5.25	eV
HOMO energy (spin up / spin down)	-11.20 / -11.20	eV
strongest force on any atom	0.102	Eh/bohr

Atomic partial charges in e from the natural (NBO) method, atoms 1 to 6: -0.775 0.564 0.551 0.554 -0.797 0.522